No. 1
Density functional theory data (wB97M-V/def2-TZVPD) for a structure of composition C43H51P2RhSi2.

The calculation puts the total energy at -82742.773 eV. As for the expectation value of S²: 6.01. The energy above the lowest of the compared OMol25 structures with the same formula, charge and spin comes out at 0.0000 eV. The largest force on an atom comes out at 5.8 eV/Å. The value obtained for the HOMO-LUMO gap (alpha / beta) is 0.281 / 0.175 Ha.

ORCA input file:
```
! wB97M-V def2-TZVPD RIJCOSX def2/J DEFGRID3
* xyz 2 5
C 0.776 -0.885 -3.343
C -0.279 -1.312 -2.528
C -1.570 -1.447 -3.055
C -1.785 -1.276 -4.420
C -0.710 -0.958 -5.248
C 0.563 -0.722 -4.707
P 0.030 -1.580 -0.756
C -1.261 -2.813 -0.382
C -2.456 -2.391 0.219
C -3.425 -3.341 0.577
C -3.218 -4.685 0.275
C -2.033 -5.107 -0.337
C -1.053 -4.169 -0.663
Rh 0.031 0.055 0.599
P 0.138 1.815 -0.592
C -1.217 1.889 -1.812
C -0.978 2.204 -3.157
C -2.044 2.297 -4.053
C -3.347 2.034 -3.619
C -3.581 1.641 -2.297
C -2.515 1.568 -1.395
C -0.038 3.398 0.309
C 0.936 3.705 1.265
C 0.800 4.834 2.076
C -0.300 5.683 1.907
C -1.241 5.420 0.906
C -1.103 4.284 0.100
C 1.714 2.096 -1.459
C 2.796 1.220 -1.321
C 3.983 1.464 -2.018
C 4.111 2.611 -2.811
C 3.060 3.532 -2.882
C 1.870 3.283 -2.198
C 1.648 -2.428 -0.752
C 1.987 -3.330 -1.780
C 3.186 -4.049 -1.711
C 4.060 -3.845 -0.636
C 3.759 -2.906 0.351
C 2.567 -2.176 0.278
H 1.785 3.031 1.404
H 1.539 5.052 2.847
H -0.406 6.561 2.548
H -2.087 6.093 0.753
H -1.839 4.084 -0.684
H 0.037 2.376 -3.511
H -1.837 2.561 -5.096
H -4.177 2.115 -4.325
H -4.585 1.388 -1.958
H -2.693 1.240 -0.369
H 2.712 0.346 -0.669
H 4.808 0.753 -1.928
H 5.036 2.796 -3.355
H 3.150 4.450 -3.468
H 1.053 4.005 -2.240
H 1.314 -3.469 -2.623
H 3.416 -4.761 -2.502
H 4.983 -4.416 -0.573
H 4.438 -2.731 1.196
H 2.329 -1.405 1.024
H -2.608 -1.333 0.435
H -4.333 -3.001 1.085
H -3.990 -5.414 0.528
H -1.858 -6.157 -0.560
H -0.123 -4.487 -1.140
H -2.398 -1.710 -2.403
H -2.791 -1.396 -4.833
H -0.876 -0.859 -6.321
H 1.423 -0.423 -5.312
H 1.770 -0.707 -2.925
H 0.221 0.778 -6.921
H 0.870 0.615 -6.583
C 0.663 1.873 4.149
Si -0.942 1.023 3.676
C -1.801 0.675 5.332
C -2.102 2.237 2.861
C -0.656 -0.501 2.561
Si 0.272 -1.833 3.507
C -0.477 -2.315 5.183
C 0.259 -3.459 2.585
C 2.055 -1.369 3.876
H 0.433 2.897 4.472
H 1.339 1.914 3.287
H 1.181 1.368 4.974
H -2.207 1.634 5.673
H -2.637 -0.024 5.235
H -1.122 0.335 6.117
H -1.796 2.446 1.828
H -3.132 1.858 2.849
H -2.080 3.179 3.430
H -1.643 -0.903 2.263
H -1.576 -2.285 5.189
H -0.157 -3.346 5.379
H -0.095 -1.711 6.009
H 0.881 -3.429 1.683
H 0.675 -4.219 3.265
H -0.761 -3.747 2.296
H 2.592 -1.065 2.970
H 2.143 -0.555 4.606
H 2.543 -2.267 4.291
*
```

No. 2
Density functional theory data (wB97M-V/def2-TZVPD) for a structure of composition C33H36N5O4Si2Ti.

The calculation puts the total energy at -89320.598 eV. As for the expectation value of S²: 2.05. The energy above the lowest of the compared OMol25 structures with the same formula, charge and spin comes out at 0.2892 eV. The largest force on an atom comes out at 1.8 eV/Å. The value obtained for the HOMO-LUMO gap (alpha / beta) is 0.169 / 0.198 Ha.

ORCA input file:
```
! wB97M-V def2-TZVPD RIJCOSX def2/J DEFGRID3
* xyz -1 3
Ti -0.539 0.221 0.168
C -4.299 0.934 0.677
Si -3.092 -0.303 -0.161
C -3.707 -1.985 0.540
C -3.655 -0.406 -1.999
C -4.988 -0.636 -2.350
C -5.368 -0.804 -3.674
C -4.408 -0.727 -4.675
C -3.086 -0.473 -4.339
C -2.687 -0.313 -3.009
Si -0.862 0.062 -2.488
C 0.174 -1.177 -3.575
C -0.499 1.643 -3.563
H -5.329 0.563 0.656
H -4.286 1.915 0.195
H -4.005 1.072 1.720
H -4.797 -2.055 0.498
H -3.407 -2.103 1.585
H -3.296 -2.824 -0.027
H -5.746 -0.690 -1.572
H -6.405 -0.999 -3.926
H -4.690 -0.864 -5.714
H -2.350 -0.397 -5.135
H -0.364 -1.433 -4.491
H 0.423 -2.114 -3.068
H 1.121 -0.709 -3.862
H -0.904 1.507 -4.570
H 0.580 1.804 -3.662
H -0.935 2.555 -3.148
C -1.905 4.224 -0.707
C -1.027 5.055 0.027
C -0.080 4.471 0.815
C 0.029 3.060 0.902
N -0.781 2.256 0.107
C -1.726 2.868 -0.633
C 0.925 2.417 1.805
C 1.758 3.108 2.722
C 2.547 2.406 3.595
C 2.515 1.003 3.585
C 1.689 0.394 2.660
N 0.937 1.048 1.786
H -2.695 4.635 -1.319
H -1.105 6.133 -0.041
H 0.595 5.094 1.386
H -2.361 2.214 -1.218
H 1.766 4.187 2.755
H 3.170 2.929 4.310
H 3.100 0.413 4.277
H 1.633 -0.692 2.627
O -1.257 -0.814 3.893
C -1.170 -0.759 2.671
O -1.472 0.243 1.926
C -0.754 -1.971 1.883
C -0.731 -3.233 2.452
C -0.554 -4.345 1.650
C -0.427 -4.142 0.274
C -0.427 -2.863 -0.225
N -0.561 -1.763 0.551
H -0.879 -3.308 3.521
H -0.544 -5.341 2.071
H -0.327 -4.979 -0.403
H -0.321 -2.672 -1.285
O 7.449 -1.813 2.844
C 6.182 -2.303 2.472
N 5.479 -1.329 1.667
C 4.412 -1.737 0.892
O 4.143 -2.917 0.758
C 3.636 -0.653 0.260
C 4.127 0.643 0.058
C 3.293 1.567 -0.534
C 1.997 1.218 -0.863
N 1.477 0.003 -0.581
C 2.317 -0.908 -0.090
H 7.955 -1.655 2.040
H 5.659 -2.524 3.404
H 6.246 -3.219 1.885
H 5.419 -0.401 2.060
H 5.142 0.909 0.320
H 3.642 2.567 -0.754
H 1.345 1.912 -1.377
H 1.928 -1.903 0.088
*
```

No. 3
Density functional theory data (wB97M-V/def2-TZVPD) for a cluster of 3 separate species, C3H13N2O2S in total.

The calculation puts the total energy at -21231.671 eV. The energy above the lowest of the compared OMol25 structures with the same formula, charge and spin comes out at 2.6975 eV. The largest force on an atom comes out at 4.7 eV/Å. The value obtained for the HOMO-LUMO gap is 0.245 Ha.

ORCA input file:
```
! wB97M-V def2-TZVPD RIJCOSX def2/J DEFGRID3
* xyz -1 1
C 0.738 -0.207 -0.962
C -0.504 -0.005 -1.856
S -0.247 1.596 -2.851
N 0.641 -1.391 -0.077
C 1.342 -0.947 1.151
N 0.733 0.208 1.837
H 1.012 0.743 -0.270
H 1.628 -0.271 -1.795
H -0.746 -0.723 -2.662
H -1.270 0.088 -1.081
H 1.053 -2.206 -0.443
H 1.225 -1.798 1.863
H 2.393 -0.506 1.005
H -0.169 0.004 2.137
H 0.705 1.188 1.183
H -2.374 -0.562 0.866
H -1.072 -1.421 0.726
O -1.825 -1.213 1.370
H -1.390 3.142 -0.080
H -1.019 1.819 -0.410
O -0.854 2.461 0.348
*
```